Record 1
17
Properties=species:S:1:pos:R:3:forces:R:3 method="wB97M-V/def2-TZVPD" homo_lumo_gap_ev=8.706 relative_energy_kj_mol=220.59 max_force_ha_per_bohr=0.07398 homo_ev=-8.2 smiles="C=C(C)/C=C/CO"
C 0.602 -1.273 1.789 0.16 0.77 0.03
C 0.862 -0.075 1.103 -0.40 -2.34 2.98
C 1.634 1.126 1.649 -0.96 -0.64 -1.50
C 0.254 0.167 -0.157 -1.50 0.60 -2.35
C -0.792 -0.414 -0.787 1.41 1.14 0.50
C -1.063 -0.045 -2.211 -0.26 0.71 0.19
O -2.343 -0.527 -2.445 -1.94 -0.44 -1.19
H 1.240 -1.731 2.656 -1.40 1.50 -1.47
H -0.354 -1.871 1.538 2.10 0.71 -0.08
H 0.846 1.890 1.850 0.71 -0.44 0.16
H 2.277 1.536 0.846 0.02 -0.18 0.73
H 2.130 0.797 2.530 0.71 0.34 0.76
H 0.721 0.999 -0.771 -0.24 -1.11 0.72
H -1.598 -1.059 -0.400 1.04 -0.08 0.23
H -0.374 -0.481 -2.954 -0.30 -0.12 0.41
H -1.075 1.048 -2.391 0.47 -0.25 0.24
H -2.967 -0.087 -1.844 0.38 -0.17 -0.36

***

Record 2
14
Properties=species:S:1:pos:R:3:forces:R:3 method="wB97M-V/def2-TZVPD" homo_lumo_gap_ev=8.231 relative_energy_kj_mol=405.56 max_force_ha_per_bohr=0.03019 homo_ev=-7.5
C -2.227 -0.546 -1.356 0.00 -0.06 -0.32
C 2.133 0.550 0.141 1.01 -0.18 -0.50
C -1.314 -0.001 -0.374 -0.01 0.32 1.15
N 2.011 -0.635 -0.381 -0.22 0.00 0.21
C 1.535 0.846 1.400 -0.97 0.11 0.17
C 0.189 0.882 1.564 0.61 0.54 0.49
C -0.702 0.418 0.582 -0.45 -0.58 -1.37
H 1.431 -1.375 0.018 0.21 0.04 0.07
H 2.432 -0.839 -1.276 -0.16 0.09 0.01
H 2.169 1.313 2.144 0.02 -0.06 0.01
H -0.253 1.445 2.375 0.12 -0.14 0.27
H -2.071 -0.069 -2.324 -0.07 -0.08 -0.07
H -3.258 -0.368 -1.048 -0.02 -0.03 -0.04
H -2.076 -1.622 -1.466 -0.06 0.04 -0.07

***

Record 3
97
Properties=species:S:1:pos:R:3:forces:R:3 method="wB97M-V/def2-TZVPD" homo_lumo_gap_ev=4.840 relative_energy_kj_mol=72.31 max_force_ha_per_bohr=0.02829 homo_ev=-1.5 charge=-2
Rb -0.065 -0.844 1.939 0.70 0.77 -1.01
F -0.723 1.883 6.571 -0.02 0.10 -0.01
C -0.904 0.566 6.419 -0.21 0.04 -0.21
F 0.272 -0.029 6.459 0.13 -0.11 -0.02
F -1.642 0.134 7.448 -0.07 -0.06 0.08
S -1.789 0.288 4.812 0.18 -0.64 0.46
O -0.918 0.841 3.819 -0.12 0.48 0.19
O -3.092 0.856 4.994 -0.18 0.23 0.03
N -1.775 -1.297 4.840 -0.08 -0.07 0.05
S -2.540 -2.161 3.777 -0.14 0.19 0.23
O -2.607 -1.511 2.486 -0.24 -0.43 0.10
O -3.728 -2.804 4.257 0.02 0.03 0.02
C -1.357 -3.599 3.658 -0.53 0.05 0.00
F -1.316 -4.217 4.840 0.14 -0.05 0.02
F -0.115 -3.270 3.310 -0.02 -0.02 0.10
F -1.838 -4.454 2.753 0.07 -0.04 0.01
C 4.253 -2.947 2.670 -0.01 0.03 -0.04
O 3.209 -2.434 3.484 0.03 -0.06 0.10
C 2.748 -1.172 3.295 -0.18 0.11 -0.13
O 1.843 -0.776 4.008 0.26 0.03 0.12
N 3.347 -0.433 2.340 0.01 -0.23 -0.09
N 2.952 0.904 2.071 0.13 -0.05 0.02
H 4.462 -3.943 3.054 0.01 0.01 0.00
H 5.152 -2.331 2.744 0.01 0.01 0.00
H 3.939 -3.016 1.630 0.01 0.01 -0.07
H 3.816 -0.884 1.571 0.08 0.03 0.03
H 2.337 1.221 2.817 0.04 0.02 -0.04
H 2.386 0.956 1.221 -0.03 0.04 0.08
C 1.241 5.171 3.593 0.09 0.17 -0.18
C 1.633 5.997 2.539 -0.07 -0.22 0.00
C 1.696 5.448 1.266 0.09 0.30 0.10
C 1.380 4.100 1.041 0.07 -0.16 -0.05
C 1.038 3.204 2.079 -0.18 0.20 -0.01
C 0.971 3.834 3.339 -0.03 -0.29 0.24
C 1.410 3.601 -0.366 -0.03 -0.02 0.07
C 1.296 4.523 -1.461 -0.01 0.05 -0.11
C 1.384 4.092 -2.745 0.02 -0.10 0.10
C 1.533 2.705 -3.001 -0.03 0.11 0.04
C 1.619 2.162 -4.300 0.01 -0.06 -0.06
C 1.688 0.807 -4.483 0.00 0.09 -0.05
C 1.640 -0.049 -3.366 -0.03 -0.01 0.08
C 1.570 0.460 -2.097 -0.20 -0.22 -0.19
C 1.544 1.854 -1.874 0.03 0.13 -0.04
N 1.520 2.311 -0.593 0.02 -0.03 -0.02
H 1.163 5.560 4.605 0.01 0.06 -0.02
H 1.888 7.039 2.700 0.00 0.01 0.02
H 2.031 6.097 0.460 -0.02 -0.06 -0.01
H 0.684 3.225 4.201 0.01 0.02 -0.03
H 1.121 5.571 -1.265 0.02 -0.03 0.06
H 1.315 4.787 -3.575 0.00 0.00 -0.01
H 1.624 2.839 -5.148 -0.01 -0.01 -0.01
H 1.754 0.390 -5.481 0.00 0.00 0.00
H 1.628 -1.123 -3.517 -0.01 0.07 -0.01
H 1.442 -0.199 -1.251 0.21 0.01 0.19
N -4.101 0.190 -1.958 -0.01 -0.13 0.04
C -4.036 -0.181 -3.308 0.08 0.03 0.04
C -5.033 0.201 -4.192 0.04 0.01 0.01
C -4.972 -0.179 -5.529 -0.01 0.01 0.06
C -3.899 -0.924 -5.983 -0.01 -0.01 -0.05
C -2.887 -1.286 -5.101 0.04 0.02 0.00
C -2.956 -0.938 -3.761 -0.07 0.00 -0.18
S -1.711 -1.463 -2.639 0.06 0.09 0.35
N -1.886 -0.411 -1.304 -0.09 -0.35 -0.39
C -2.982 0.203 -1.125 0.08 0.09 0.06
C -3.148 1.029 0.105 -0.07 0.04 0.15
C -4.395 1.177 0.702 0.08 0.01 -0.01
C -4.479 1.964 1.844 -0.01 -0.01 0.01
C -3.336 2.568 2.326 0.03 0.02 0.03
C -2.128 2.335 1.673 -0.01 0.01 -0.06
N -2.037 1.577 0.587 0.00 -0.03 -0.11
H -4.762 0.920 -1.747 -0.03 -0.02 -0.02
H -5.864 0.791 -3.823 -0.01 0.01 -0.02
H -5.763 0.117 -6.207 0.00 0.00 0.00
H -3.834 -1.220 -7.023 -0.01 0.00 0.01
H -2.034 -1.850 -5.458 0.01 0.00 0.03
H -5.262 0.643 0.335 0.00 0.01 -0.01
H -5.425 2.072 2.361 0.01 0.01 0.01
H -3.347 3.166 3.225 -0.03 -0.01 0.01
H -1.181 2.733 2.028 0.01 0.02 0.02
O 3.001 -4.702 -5.452 -0.13 0.35 -0.13
N 2.001 -4.749 -4.747 0.42 -1.08 0.15
O 1.023 -5.429 -5.027 -0.16 0.34 -0.13
C 2.039 -4.106 -3.467 -0.13 0.31 0.11
C 3.154 -3.362 -3.101 -0.24 0.00 0.26
C 3.185 -2.758 -1.869 0.19 -0.08 -0.16
C 2.098 -2.791 -0.884 0.06 0.11 -0.22
O 2.126 -2.174 0.180 -0.17 -0.17 0.04
C 0.990 -3.616 -1.376 -0.14 -0.24 -0.03
C 0.963 -4.242 -2.595 0.21 0.21 0.10
N -0.199 -3.845 -0.555 -0.09 0.07 -0.01
O -0.431 -3.078 0.357 0.00 -0.10 -0.09
O -0.922 -4.787 -0.839 0.11 -0.03 0.04
N 4.407 -2.006 -1.599 0.21 0.16 -0.05
O 4.718 -1.750 -0.451 -0.11 -0.08 0.12
O 5.097 -1.687 -2.556 -0.05 0.00 0.02
H 3.989 -3.252 -3.773 0.00 0.01 -0.02
H 0.102 -4.832 -2.863 0.00 0.00 -0.04